Computed, not measured: a structure of composition C41H53CdGeN6O7S2Si3, with wB97M-V/def2-TZVPD.

Calculated values
- LUMO level (alpha / beta) (eV) = 4.058 / 3.893
- total energy (eV) = -173040.5030
- net charge = -2
- E_HOMO (alpha / beta) (eV) = -1.9 / -2.2
- energy relative to the best compared isomer or geometry (same formula, charge and spin) (kJ/mol) = 7.1
- expectation value of S² = 0.75
- multiplicity = 2

Last column: Löwdin spin population.
Element x y z (Å)
Cd 0.29415 -1.12310 0.47300  0.012
C 4.37030 -2.49252 0.80350  0.000
O 5.02765 -1.46994 1.54920  0.000
C 4.32076 -0.43778 2.11643  0.002
C 4.95456 0.15458 3.18618  0.001
C 4.36803 1.19313 3.91588  0.001
C 3.11016 1.61100 3.55648  0.001
C 2.44230 1.04543 2.45897  0.001
C 1.11188 1.54696 2.19857  0.012
N 0.28323 1.05222 1.36035  0.028
N -0.96169 1.65365 1.31765  0.001
C -1.69561 1.11054 0.37435  0.007
O -1.35163 0.19454 -0.44097  0.044
C -3.09030 1.64360 0.25318  0.001
C -4.03845 0.89641 -0.43730  0.000
C -5.33836 1.36232 -0.57149  0.000
C -5.70020 2.58503 -0.02274  0.000
C -4.75588 3.33512 0.66864  0.000
C -3.45893 2.86535 0.81002  0.000
C 3.04087 0.02846 1.65398  0.003
O 2.52054 -0.39295 0.55096  0.043
H 5.11750 -3.28029 0.68946  0.000
H 4.05064 -2.13940 -0.17089  0.000
H 3.50543 -2.88599 1.33295  0.000
H 5.92904 -0.23557 3.45927  0.000
H 4.88618 1.63019 4.76035  0.000
H 2.60719 2.39288 4.11746  0.000
H 0.78507 2.41104 2.78718  0.000
H -3.73155 -0.05426 -0.85491  0.000
H -6.06986 0.76918 -1.10755  0.000
H -6.71413 2.95273 -0.13118  0.000
H -5.03275 4.29104 1.09828  0.000
H -2.71058 3.43241 1.34752  0.000
N -1.33990 1.08305 8.16602  0.000
C -1.06635 0.26154 7.05237  0.000
C -0.81607 -1.09665 7.22036  0.000
C -0.57139 -1.90474 6.11921  0.000
C -0.57670 -1.36230 4.84775  0.000
C -0.84999 -0.01267 4.66726  0.000
C -1.09613 0.79296 5.76360  0.000
S -0.13621 -2.35367 3.44000  0.000
O -0.28305 -3.73163 3.83698  0.000
O 1.18852 -1.89973 3.06221  0.000
N -1.09870 -1.86745 2.26231  0.000
C -2.30478 -2.46688 2.05449  0.000
N -2.70533 -2.52548 0.77065  0.000
C -3.87004 -3.09542 0.52780  0.000
C -4.67722 -3.61848 1.52784  0.000
C -4.19186 -3.47668 2.81713  0.000
N -3.03579 -2.90107 3.10017  0.000
H -0.90713 0.74927 9.01403  0.000
H -1.09663 2.04916 8.00607  0.000
H -0.81278 -1.52171 8.21887  0.000
H -0.37485 -2.96261 6.23537  0.000
H -0.88604 0.39834 3.66429  0.000
H -1.31278 1.84630 5.62071  0.000
H -4.16767 -3.14604 -0.51727  0.000
H -5.62217 -4.09736 1.31444  0.000
H -4.76708 -3.83218 3.66895  0.000
C 3.55712 4.04334 -2.62015  0.030
Si 3.23661 2.75377 -1.26089  0.070
C 4.81174 1.73581 -1.11585  0.001
C 2.99723 3.74795 0.32615  -0.001
Ge 1.33440 1.43379 -1.79688  0.488
Si -0.36407 2.85528 -2.69888  0.080
C -0.81214 4.14988 -1.38523  0.000
C -1.92660 1.92158 -3.19923  -0.001
C 0.12515 3.83126 -4.25200  0.030
Si 1.92220 -0.00925 -3.60230  0.082
C 0.34662 -0.65229 -4.42751  0.001
C 2.86281 0.97610 -4.92882  0.036
C 3.04096 -1.45669 -3.19073  -0.001
H 4.54889 4.48230 -2.46457  0.005
H 2.82158 4.85026 -2.56979  0.000
H 3.52495 3.61990 -3.62583  0.001
H 5.67496 2.40356 -1.02565  0.000
H 4.96071 1.10854 -1.99877  0.000
H 4.78294 1.08149 -0.24366  0.000
H 3.59213 4.66662 0.29424  0.000
H 3.30631 3.16501 1.19559  0.000
H 1.94946 4.02407 0.46819  0.000
H -0.59084 3.79114 -0.37730  0.001
H -1.87965 4.38676 -1.42049  0.000
H -0.25237 5.07611 -1.54822  0.000
H -2.07053 1.03427 -2.58238  0.000
H -1.87749 1.61578 -4.24775  0.000
H -2.80001 2.56825 -3.07066  0.000
H 1.00971 4.45340 -4.10919  0.000
H -0.71632 4.48453 -4.51048  0.005
H 0.30512 3.16968 -5.10254  0.000
H 0.06579 -0.01255 -5.26956  0.000
H -0.49453 -0.67198 -3.73434  0.000
H 0.48626 -1.66981 -4.80319  0.000
H 2.39204 1.93296 -5.16140  0.002
H 2.90549 0.38272 -5.84914  0.006
H 3.88967 1.17415 -4.60905  0.000
H 2.55943 -2.16430 -2.51174  0.000
H 3.96509 -1.11478 -2.72119  0.000
H 3.30004 -1.97555 -4.12010  0.000
O -3.33581 -5.97511 -5.21424  0.000
C -3.47265 -4.80972 -4.51007  0.000
O -4.43322 -4.11930 -4.73927  0.000
C -2.41420 -4.50014 -3.52997  0.000
C -2.40601 -3.23467 -2.93404  0.000
C -1.44327 -2.88000 -2.01524  0.000
C -0.42522 -3.77688 -1.63761  0.000
S 0.83214 -3.39622 -0.50480  0.005
C -0.45036 -5.05369 -2.22938  0.000
C -1.41585 -5.40294 -3.14934  0.000
H -2.49662 -6.38366 -4.97354  0.000
H -3.17550 -2.52732 -3.21776  0.000
H -1.47931 -1.89912 -1.55612  0.000
H 0.30759 -5.77112 -1.94110  0.000
H -1.38002 -6.41700 -3.54064  0.000

Cartesian forces (eV/Å) of the 3 atoms listed first:
0.2 0.0 0.2
0.0 0.1 0.1
0.1 0.1 -0.3